## one
Here is a single C8H18NO3P molecule from the Open Molecules 2025 dataset. Energies are from the ωB97M-V functional and the def2-TZVPD basis.

Results
SMILES	CCC[C@H]([C@@H](P)CCCO)[N+](=O)[O-]

Geometry as ORCA input:
```
! wB97M-V def2-TZVPD RIJCOSX def2/J DEFGRID3
* xyz 0 1
C 4.22958 -1.45250 -0.16742
C 2.94383 -0.95276 -0.85935
C -2.30305 0.19546 -0.48515
C 2.08001 -0.10694 0.09721
C -1.77953 1.02840 0.58938
C -3.84099 0.20350 -0.63923
C 0.58489 -0.00974 -0.31554
C -0.29387 0.77916 0.92166
N 0.13043 -1.35581 -0.62248
O 0.18111 -1.77526 -1.74996
O -0.04534 -2.09554 0.32076
O -4.31891 -0.13882 0.66396
P 0.59519 2.55459 1.31715
H 4.02309 -2.34131 0.47645
H 4.88103 -1.89086 -0.96600
H 4.59282 -0.62588 0.43981
H 2.48053 -1.79451 -1.27189
H 3.10496 -0.34742 -1.71157
H -2.03337 -0.84696 -0.36228
H -1.90521 0.47788 -1.50829
H 2.12167 -0.44655 1.12729
H 2.50331 0.92933 0.16527
H -2.40851 0.83703 1.48396
H -2.20477 2.03190 0.39080
H -4.20291 1.09452 -1.00479
H -4.09146 -0.58131 -1.37911
H 0.51359 0.62395 -1.25941
H -0.17677 0.30402 1.84623
H -5.19611 -0.46358 0.76869
H 0.25377 2.72880 2.70661
H -0.41898 3.43722 0.98726
*
```

In the natural (NBO) picture, each atom carries the following charge in e:
1 C -0.604
2 C -0.409
3 C -0.407
4 C -0.411
5 C -0.464
6 C -0.042
7 C -0.109
8 C -0.360
9 N 0.515
10 O -0.372
11 O -0.391
12 O -0.753
13 P 0.224
14 H 0.210
15 H 0.217
16 H 0.205
17 H 0.211
18 H 0.199
19 H 0.207
20 H 0.196
21 H 0.212
22 H 0.235
23 H 0.247
24 H 0.209
25 H 0.158
26 H 0.167
27 H 0.232
28 H 0.225
29 H 0.482
30 H -0.005
31 H -0.022



## two
Here is a molecular structure, C8H18NO3P from the Open Molecules 2025 dataset. Energies are from the ωB97M-V functional and the def2-TZVPD basis.

Geometry as ORCA input:
```
! wB97M-V def2-TZVPD RIJCOSX def2/J DEFGRID3
* xyz 0 1
C -1.02085 0.24527 -0.80662
C -0.96490 0.16325 0.74509
C -0.84008 -1.07719 -1.55217
C -2.02022 1.20782 -1.37365
C -0.93073 -1.19518 1.33927
C -1.70519 1.23206 1.51381
C 2.79428 -2.37430 0.29993
C 2.32915 2.63414 0.35278
N 0.06757 0.81977 -0.05550
O 2.71563 -0.20373 -1.53892
O 2.30053 -1.13392 0.83837
O 2.77177 1.28543 0.67719
P 2.20538 0.04952 -0.20724
H -0.30076 -0.97447 -2.51586
H -1.76410 -1.55858 -1.72033
H -0.04166 -1.67821 -1.06867
H -1.72227 1.37954 -2.47485
H -1.91601 2.13863 -0.76953
H -2.98249 0.69265 -1.34226
H 0.03893 -1.74695 1.28345
H -1.70231 -1.76464 0.86057
H -1.22763 -1.23246 2.41377
H -0.98004 2.11678 1.56505
H -1.88744 0.95091 2.55588
H -2.72428 1.57224 1.05584
H 3.77206 -2.58794 0.65776
H 2.79748 -2.39070 -0.80479
H 2.13640 -3.07946 0.66374
H 2.58362 2.77716 -0.65868
H 2.84325 3.18622 1.00874
H 1.28834 2.60372 0.28688
*
```

In the natural (NBO) picture, each atom carries the following charge in e:
1 C 0.091
2 C 0.060
3 C -0.634
4 C -0.628
5 C -0.633
6 C -0.632
7 C -0.259
8 C -0.248
9 N -0.650
10 O -1.069
11 O -0.804
12 O -0.809
13 P 2.399
14 H 0.226
15 H 0.214
16 H 0.212
17 H 0.213
18 H 0.232
19 H 0.213
20 H 0.225
21 H 0.214
22 H 0.216
23 H 0.228
24 H 0.213
25 H 0.216
26 H 0.192
27 H 0.215
28 H 0.185
29 H 0.179
30 H 0.193
31 H 0.228



Of them, one has the lowest stability.



## one
Here is a single C5H6OS2 molecule from the Open Molecules 2025 dataset. Energies are from the ωB97M-V functional and the def2-TZVPD basis.

Results
SMILES	S=C[C@@H]1[C@H]2OCS[C@@H]12

Geometry as ORCA input:
```
! wB97M-V def2-TZVPD RIJCOSX def2/J DEFGRID3
* xyz 0 1
C 2.22777 -0.35182 0.25509
C 0.93965 -0.41336 -0.24142
C -0.08009 0.52728 0.39686
C -2.05472 0.50100 -0.70105
C -0.23942 -0.85753 0.54210
H 2.23866 -0.13748 1.33050
H 0.95105 -0.27335 -1.25792
H 0.18686 1.10170 1.26188
H -2.12451 0.97817 -1.79841
H -3.03112 0.74563 -0.01220
H -0.08068 -1.38643 1.51886
O -0.98338 1.22242 -0.25401
S 3.67366 -0.27897 -0.59468
S -1.62373 -1.37727 -0.44560
*
```

In the natural (NBO) picture, each atom carries the following charge in e:
1 C -0.185
2 C -0.386
3 C 0.137
4 C -0.176
5 C -0.377
6 H 0.178
7 H 0.249
8 H 0.204
9 H 0.224
10 H 0.192
11 H 0.262
12 O -0.492
13 S -0.026
14 S 0.196



## two
Here is 2 unconnected molecules or ions with the total composition C5H6OS2 from the Open Molecules 2025 dataset. Energies are from the ωB97M-V functional and the def2-TZVPD basis.

Geometry as ORCA input:
```
! wB97M-V def2-TZVPD RIJCOSX def2/J DEFGRID3
* xyz 0 1
C 0.15346 -0.91687 0.20658
C -1.24084 -0.35797 -0.21516
C -0.92772 0.91912 0.63067
C 0.46648 0.69159 0.32225
C 0.70144 0.80463 -1.13280
H 1.57765 -2.11416 0.71016
H 0.09473 -1.48211 1.10822
H -2.10377 -0.89695 -0.10876
H -1.27402 0.75178 1.73481
H -0.99781 2.06243 0.27028
H 1.36740 1.03944 0.96296
O 1.01271 -1.79600 -0.51218
S 2.05353 1.11072 -2.00177
S -0.88325 0.18435 -1.97525
*
```

In the natural (NBO) picture, each atom carries the following charge in e:
1 C 0.093
2 C -0.318
3 C -0.423
4 C -0.377
5 C -0.207
6 H 0.460
7 H 0.169
8 H 0.224
9 H 0.234
10 H 0.242
11 H 0.249
12 O -0.638
13 S 0.073
14 S 0.218



Of them, two has the lowest stability.



## one
Here is a molecular structure, C5H6OS2 from the Open Molecules 2025 dataset. Energies are from the ωB97M-V functional and the def2-TZVPD basis.

Geometry as ORCA input:
```
! wB97M-V def2-TZVPD RIJCOSX def2/J DEFGRID3
* xyz 0 1
C 0.11950 -0.69655 0.00248
C -0.56254 0.28931 -0.88314
C -0.01124 1.31794 0.03550
C -0.34113 0.31725 1.16996
C 1.55365 -0.15269 -0.14818
H -1.68611 -2.10801 -0.79283
H -0.41068 -0.01940 -1.92654
H -1.71669 0.31549 -0.63030
H -0.11028 2.46025 -0.10036
H -1.39425 0.19635 1.51377
H 0.68937 0.33044 1.84166
O 1.42367 1.21671 -0.15380
S -0.41886 -2.29751 0.04828
S 2.86561 -1.16957 0.02350
*
```

In the natural (NBO) picture, each atom carries the following charge in e:
1 C -0.360
2 C -0.414
3 C 0.052
4 C -0.401
5 C 0.233
6 H 0.146
7 H 0.232
8 H 0.205
9 H 0.231
10 H 0.254
11 H 0.237
12 O -0.476
13 S 0.082
14 S -0.021



## two
Here is a single C5H6OS2 molecule from the Open Molecules 2025 dataset. Energies are from the ωB97M-V functional and the def2-TZVPD basis.

Results
SMILES	Cc1c(S)coc1S

Geometry as ORCA input:
```
! wB97M-V def2-TZVPD RIJCOSX def2/J DEFGRID3
* xyz 0 1
C -0.03125 1.74058 -0.16945
C -0.08184 0.25422 -0.16076
C 1.04767 -0.64308 -0.15014
C 0.53792 -1.90697 -0.14593
C -1.17767 -0.54574 -0.16057
H -1.05981 2.14853 -0.26533
H 0.40623 2.14730 0.76053
H 0.56841 2.11451 -1.01883
H 2.91925 0.17546 1.03609
H 1.01522 -2.86159 -0.15399
H -3.20237 -0.34656 1.07776
O -0.81369 -1.86630 -0.16847
S 2.75704 -0.23057 -0.23880
S -2.88512 -0.17978 -0.24209
*
```

In the natural (NBO) picture, each atom carries the following charge in e:
1 C -0.642
2 C -0.073
3 C -0.288
4 C 0.128
5 C 0.076
6 H 0.235
7 H 0.224
8 H 0.232
9 H 0.128
10 H 0.213
11 H 0.135
12 O -0.404
13 S 0.017
14 S 0.020



## three
Here is 2 unconnected molecules or ions with the total composition C5H6OS2 from the Open Molecules 2025 dataset. Energies are from the ωB97M-V functional and the def2-TZVPD basis.

Results
SMILES	S=c1cccco1.S

Geometry as ORCA input:
```
! wB97M-V def2-TZVPD RIJCOSX def2/J DEFGRID3
* xyz 0 1
C -2.06116 -0.11647 0.70481
C -1.27765 0.78554 1.47014
C -1.60565 -0.53125 -0.48524
C -0.16475 1.22446 0.89532
C -0.43058 -0.00865 -1.05932
O 0.31772 0.79946 -0.22271
S 3.98484 -0.75936 -0.42568
S -0.01471 -0.17858 -2.63291
H -3.11532 -0.39520 1.09916
H -1.61764 1.39214 2.29514
H -2.21234 -1.03195 -1.22604
H 0.51145 1.91449 1.51598
H 3.09162 -1.79943 -0.43618
H 4.59417 -1.29519 -1.49249
*
```

In the natural (NBO) picture, each atom carries the following charge in e:
1 C -0.113
2 C -0.364
3 C -0.318
4 C 0.228
5 C 0.159
6 O -0.422
7 S -0.294
8 S -0.090
9 H 0.232
10 H 0.236
11 H 0.247
12 H 0.204
13 H 0.150
14 H 0.145



Of them, one has the lowest stability.



## one
Here is 2 unconnected molecules or ions with the total composition C5H12N2O from the Open Molecules 2025 dataset. Energies are from the ωB97M-V functional and the def2-TZVPD basis.

Results
⟨S²⟩	0.839

Geometry as ORCA input:
```
! wB97M-V def2-TZVPD RIJCOSX def2/J DEFGRID3
* xyz 1 2
C 1.68033 1.41681 -0.10396
C 0.29016 1.25997 -0.80355
C -1.03339 0.95093 -0.16086
C -0.62222 2.47183 -0.61422
O -0.34325 3.31008 0.26861
N 0.83544 -1.47220 0.19882
C -0.50955 -1.86488 0.48775
N -0.72095 -3.24397 1.03519
H 1.67533 2.39796 0.38016
H 1.88188 0.59421 0.56185
H 2.38566 1.59651 -0.91245
H 0.31626 0.86478 -1.82871
H -1.83962 0.56724 -0.83339
H -1.30572 0.93983 0.90683
H -1.25550 2.91052 -1.41613
H 1.33175 -2.18690 -0.33588
H -0.86086 -1.25501 1.35243
H -1.22575 -1.91028 -0.40561
H -0.52088 -3.97000 0.36082
H -0.15913 -3.37743 1.86229
*
```

In the natural (NBO) picture, each atom carries the following charge in e:
1 C -0.618
2 C -0.151
3 C -0.147
4 C 0.207
5 O -0.198
6 N -0.448
7 C -0.170
8 N -0.806
9 H 0.249
10 H 0.288
11 H 0.249
12 H 0.290
13 H 0.279
14 H 0.290
15 H 0.226
16 H 0.325
17 H 0.187
18 H 0.211
19 H 0.368
20 H 0.370



## two
Here is 2 unconnected molecules or ions with the total composition C5H12N2O from the Open Molecules 2025 dataset. Energies are from the ωB97M-V functional and the def2-TZVPD basis.

Results
⟨S²⟩	0.763

Geometry as ORCA input:
```
! wB97M-V def2-TZVPD RIJCOSX def2/J DEFGRID3
* xyz 1 2
C -0.56205 -0.07988 1.92708
C 0.45870 -0.95502 1.15705
C 0.21388 -0.87136 -0.29175
C -0.92018 -1.38600 -0.87581
N -1.34446 -1.04909 -2.09944
C -1.62022 0.07525 -2.58877
N -0.19311 1.33179 1.81115
H -0.53387 -0.37513 2.97334
H -1.57426 -0.32065 1.56746
H 1.46936 -0.62731 1.41879
H 0.49796 -1.97168 1.59539
H 1.00013 -0.33503 -0.79058
H -1.61953 -2.05882 -0.39540
H -1.66731 1.01895 -2.03756
H -1.85685 0.10457 -3.65537
H 0.25358 1.52792 0.92573
H -0.99587 1.94478 1.84896
H 3.41343 0.82392 -1.23848
H 2.76781 2.07624 -0.70711
O 2.81286 1.12655 -0.54469
*
```

In the natural (NBO) picture, each atom carries the following charge in e:
1 C -0.190
2 C -0.524
3 C 0.054
4 C 0.062
5 N -0.243
6 C 0.058
7 N -0.819
8 H 0.219
9 H 0.165
10 H 0.265
11 H 0.278
12 H 0.261
13 H 0.246
14 H 0.212
15 H 0.227
16 H 0.346
17 H 0.373
18 H 0.483
19 H 0.484
20 O -0.958



Of them, one has the lowest stability.



## one
Here is a molecular structure, C8H7NO3 from the Open Molecules 2025 dataset. Energies are from the ωB97M-V functional and the def2-TZVPD basis.

Geometry as ORCA input:
```
! wB97M-V def2-TZVPD RIJCOSX def2/J DEFGRID3
* xyz 0 1
C 0.33193 -1.09745 0.11535
C 1.24866 0.12288 0.30831
C -0.73192 -0.39957 1.01645
C -0.23058 -0.44274 -1.12053
C 0.19171 0.81114 1.18145
C 0.67675 0.74687 -1.02322
C -1.36619 0.22914 -0.32401
C -0.37147 1.33018 -0.13847
N -1.08505 3.73796 -1.09150
O -1.41854 2.91553 -1.92987
O -1.10103 4.93948 -1.28456
O -0.77545 3.31593 0.03756
H 0.69959 -2.12008 0.06732
H 2.38506 0.25398 0.56786
H -1.24579 -0.79348 1.95690
H -0.34016 -1.19068 -2.01786
H 0.25336 1.45658 2.07930
H 1.17196 1.23930 -1.88095
H -2.35122 0.04704 -0.68898
*
```

In the natural (NBO) picture, each atom carries the following charge in e:
1 C -0.221
2 C -0.179
3 C -0.188
4 C -0.195
5 C -0.316
6 C -0.301
7 C -0.279
8 C 0.488
9 N 0.725
10 O -0.484
11 O -0.422
12 O -0.389
13 H 0.236
14 H 0.243
15 H 0.240
16 H 0.238
17 H 0.263
18 H 0.271
19 H 0.272



## two
Here is a single C8H7NO3 molecule from the Open Molecules 2025 dataset. Energies are from the ωB97M-V functional and the def2-TZVPD basis.

Geometry as ORCA input:
```
! wB97M-V def2-TZVPD RIJCOSX def2/J DEFGRID3
* xyz 0 1
C 1.92305 -1.51323 -0.82805
C 1.37401 -1.32650 0.26369
C -0.58059 0.86672 -1.71775
C 0.42455 1.71627 -2.03149
C 0.73104 1.27253 0.06812
C -1.14073 -0.32429 0.40846
C -0.41631 -0.56658 1.74745
C 1.02290 -0.96158 1.65600
N -0.35182 0.53078 -0.41275
O -2.44016 0.08700 0.55117
O 1.14472 1.94076 -0.94921
O 1.85104 -1.00404 2.56984
H 2.48020 -1.70085 -1.71570
H -1.43270 0.42795 -2.06682
H 0.76903 2.13074 -3.02567
H -1.45363 -1.39293 -0.07226
H -0.89464 -1.44938 2.17705
H -0.50740 0.26387 2.37166
H -2.50257 1.00276 1.00626
*
```

In the natural (NBO) picture, each atom carries the following charge in e:
1 C -0.174
2 C -0.133
3 C -0.095
4 C 0.049
5 C 0.271
6 C 0.283
7 C -0.535
8 C 0.537
9 N -0.454
10 O -0.706
11 O -0.420
12 O -0.490
13 H 0.243
14 H 0.233
15 H 0.224
16 H 0.196
17 H 0.249
18 H 0.249
19 H 0.471



Of them, one has the lowest stability.



## one
Here is a molecular structure, C8H7NO3 from the Open Molecules 2025 dataset. Energies are from the ωB97M-V functional and the def2-TZVPD basis.

Geometry as ORCA input:
```
! wB97M-V def2-TZVPD RIJCOSX def2/J DEFGRID3
* xyz 0 1
C 1.13663 -1.53302 -0.87584
C 2.03493 -0.49959 0.02431
C 0.24221 1.15333 -0.00356
C -0.16364 2.43419 0.20559
C -1.38548 2.63104 0.82754
C -2.01029 1.45450 1.41174
C -1.60544 0.13380 1.09072
C -0.42663 0.00344 0.26574
H -0.55770 -2.87064 -0.64326
H 3.45253 -0.68927 0.10345
H 1.61251 -0.36648 1.41841
H 0.04348 3.55611 -0.50438
H -1.80019 3.69564 0.53200
H -2.92684 1.34291 2.10074
H -2.26120 -0.80007 1.36677
N 0.05245 -1.16232 -0.26626
O -0.93561 -2.01127 -0.45142
O 1.31727 -2.60085 -1.40906
O 1.51040 0.81236 -0.66293
*
```

In the natural (NBO) picture, each atom carries the following charge in e:
1 C 0.618
2 C -0.181
3 C 0.325
4 C -0.264
5 C -0.225
6 C -0.234
7 C -0.205
8 C 0.043
9 H 0.498
10 H 0.246
11 H 0.215
12 H 0.251
13 H 0.243
14 H 0.234
15 H 0.255
16 N -0.123
17 O -0.533
18 O -0.603
19 O -0.559



## two
Here is a single C8H7NO3 molecule from the Open Molecules 2025 dataset. Energies are from the ωB97M-V functional and the def2-TZVPD basis.

Results
SMILES	COc1ccc2c(=O)[nH]oc2c1

Geometry as ORCA input:
```
! wB97M-V def2-TZVPD RIJCOSX def2/J DEFGRID3
* xyz 0 1
C -1.85287 2.24740 1.69464
C -0.33310 0.90046 0.53771
C -1.28558 0.46099 -0.38634
C -0.83636 -0.78681 -0.95767
C 0.49744 -1.17803 -0.94129
C 1.29256 -2.37656 -1.47175
C 1.40924 -0.55315 -0.12313
C 0.95281 0.52814 0.57276
H -2.16251 2.51963 0.54603
H -2.63442 1.65995 2.34446
H -1.87946 3.24208 2.17886
H -2.24869 0.74307 -0.40902
H -1.56882 -1.30763 -1.65823
H 3.16843 -2.80636 -0.95315
H 1.71471 1.21294 1.05790
N 2.65927 -1.91106 -1.33399
O -0.54270 1.77781 1.58796
O 0.89407 -3.37550 -1.99081
O 2.75595 -0.99738 -0.29493
*
```

In the natural (NBO) picture, each atom carries the following charge in e:
1 C -0.273
2 C 0.331
3 C -0.306
4 C -0.115
5 C -0.269
6 C 0.653
7 C 0.319
8 C -0.307
9 H 0.172
10 H 0.195
11 H 0.200
12 H 0.227
13 H 0.233
14 H 0.377
15 H 0.245
16 N -0.324
17 O -0.493
18 O -0.544
19 O -0.321



Of them, one has the lowest stability.